Formula: C2H7IO
Source: the OMol25 dataset
Level of theory: ωB97M-V with the def2-TZVPD basis set

Summary:
Highest occupied orbital energy, eV: -9.3
Energy above the lowest of the compared OMol25 structures with the same formula, charge and spin, kJ/mol: 4.2
SMILES: CCI.O
HOMO-LUMO gap, hartree: 0.3621

Geometry as XYZ:
```
11
C2H7IO (ωB97M-V with the def2-TZVPD basis set)
C -0.848 0.042 -0.218
C -1.391 -0.067 1.202
I 0.267 -0.363 2.602
H -1.662 -0.191 -0.925
H -0.003 -0.637 -0.420
H -0.516 1.079 -0.393
H -2.045 -0.960 1.226
H -1.994 0.801 1.531
O 2.742 0.350 -1.223
H 2.531 0.564 -2.160
H 2.919 -0.618 -1.224
```


Formula: C41H48BGe2MnNO2Se3Te
Source: the OMol25 dataset
Level of theory: ωB97M-V with the def2-TZVPD basis set

Summary:
Spin multiplicity: 6
Net charge: -2
Highest occupied orbital energy (spin up / spin down), eV: 0.0 / -1.2
HOMO-LUMO gap (spin up / spin down), hartree: 0.1386 / 0.1819

Geometry as XYZ:
```
100
C41H48BGe2MnNO2Se3Te (ωB97M-V with the def2-TZVPD basis set)
Mn 1.595 -1.130 0.492
C -2.977 0.318 -1.525
C -1.597 0.873 -1.166
Ge -0.745 0.097 0.489
C -1.430 1.341 1.925
C -2.854 1.120 2.448
C -1.878 -1.521 0.760
C -1.576 -2.822 0.888
Ge 0.368 -3.408 0.872
C 0.774 -4.316 2.596
C 0.925 -5.837 2.605
C 0.799 -4.680 -0.620
C -0.204 -5.713 -1.133
C -2.676 -3.813 1.149
C -2.368 -5.143 1.429
C -3.341 -6.098 1.687
C -4.681 -5.749 1.674
C -5.020 -4.428 1.402
C -4.040 -3.483 1.149
H -3.406 0.804 -2.410
H -3.689 0.447 -0.704
H -2.922 -0.753 -1.734
H -1.667 1.953 -1.000
H -0.911 0.725 -2.003
H -1.354 2.346 1.494
H -0.715 1.304 2.751
H -3.599 1.497 1.739
H -3.030 1.629 3.403
H -3.069 0.062 2.611
H -2.937 -1.261 0.834
H 0.046 -3.973 3.334
H 1.728 -3.881 2.894
H -0.018 -6.370 2.466
H 1.341 -6.175 3.560
H 1.614 -6.169 1.824
H 1.714 -5.172 -0.281
H 1.107 -4.038 -1.447
H -0.416 -6.488 -0.395
H 0.182 -6.219 -2.026
H -1.159 -5.255 -1.404
H -1.330 -5.433 1.450
H -3.043 -7.119 1.901
H -5.450 -6.487 1.873
H -6.063 -4.129 1.388
H -4.350 -2.468 0.942
Se 1.347 -0.838 3.031
Se 3.078 -1.748 4.330
Te 4.931 -2.493 2.686
Se 3.527 -2.691 0.628
C 0.000 -1.689 -3.621
C 0.837 -0.861 -4.362
C 1.878 -0.215 -3.721
C 2.097 -0.399 -2.351
C 1.258 -1.222 -1.569
C 0.212 -1.852 -2.259
C 3.241 0.272 -1.719
C 4.471 0.381 -2.322
C 5.576 0.897 -1.661
C 5.485 1.163 -0.258
C 6.607 1.485 0.518
C 6.502 1.673 1.882
C 5.268 1.521 2.504
C 4.143 1.201 1.759
C 4.240 1.041 0.387
N 3.064 0.796 -0.405
H -0.831 -2.194 -4.103
H 0.667 -0.707 -5.422
H 2.515 0.466 -4.279
H -0.481 -2.483 -1.711
H 4.570 -0.015 -3.324
H 6.538 0.970 -2.153
H 7.568 1.567 0.022
H 7.383 1.904 2.468
H 5.173 1.604 3.578
H 3.192 1.052 2.254
C -2.870 5.183 -2.466
C -2.220 5.858 -1.253
C -1.570 7.171 -1.712
C -3.332 6.178 -0.246
C -1.147 4.966 -0.623
C -0.751 5.167 0.700
C 0.235 4.395 1.316
C 0.822 3.410 0.560
O 1.772 2.503 0.920
B 1.936 1.693 -0.212
O 1.167 2.174 -1.288
C 0.453 3.208 -0.763
C -0.518 3.965 -1.375
H -3.700 5.796 -2.826
H -3.257 4.195 -2.207
H -2.167 5.066 -3.291
H -2.312 7.829 -2.176
H -0.780 6.973 -2.439
H -1.123 7.695 -0.865
H -4.146 6.708 -0.748
H -2.978 6.816 0.564
H -3.733 5.263 0.194
H -1.231 5.936 1.290
H 0.509 4.539 2.352
H -0.791 3.743 -2.396
```


Formula: C5H5F3NO2
Source: the OMol25 dataset
Level of theory: ωB97M-V with the def2-TZVPD basis set

Summary:
Net charge: -1
Highest occupied orbital energy, eV: -5.0
Energy above the lowest of the compared OMol25 structures with the same formula, charge and spin, kJ/mol: 78.5
SMILES: C[C@H]1C(F)(F)[C@]1(F)NC(=O)[O-]
HOMO-LUMO gap, hartree: 0.3179

Geometry as XYZ:
```
16
C5H5F3NO2 (ωB97M-V with the def2-TZVPD basis set)
C 0.252 -0.482 1.126
C -0.337 0.366 0.119
C 0.155 1.769 0.150
F -0.697 2.763 -0.034
F 0.896 2.128 1.132
C 0.621 0.836 -0.911
F 2.121 0.487 -0.688
N 0.320 0.951 -2.244
C -0.559 0.156 -3.138
O -0.636 0.573 -4.302
O -1.099 -0.742 -2.464
H 1.330 -0.029 1.194
H 0.224 -1.532 0.933
H -0.284 -0.253 2.069
H -1.393 0.269 -0.088
H 0.753 1.807 -2.649
```


Formula: C13H9Cl2N3O2
Source: the OMol25 dataset
Level of theory: ωB97M-V with the def2-TZVPD basis set

Summary:
Highest occupied orbital energy, eV: -10.0
Energy above the lowest of the compared OMol25 structures with the same formula, charge and spin, kJ/mol: 172.9
SMILES: N#CC1=C(C#N)C(=O)C(Cl)=C(Cl)C1=O.CC1=NCCC1
HOMO-LUMO gap, hartree: 0.2590

Geometry as XYZ:
```
29
C13H9Cl2N3O2 (ωB97M-V with the def2-TZVPD basis set)
N 2.596 -1.003 2.670
C 1.472 -1.116 2.362
C 0.102 -1.250 1.995
C -0.244 -1.777 0.778
C 0.719 -2.451 -0.022
N 1.503 -3.048 -0.661
C -1.645 -1.952 0.353
O -1.933 -2.386 -0.760
C -2.667 -1.569 1.370
Cl -4.282 -1.895 0.937
C -2.323 -1.067 2.595
Cl -3.481 -0.649 3.775
C -0.897 -0.827 2.989
O -0.581 -0.303 4.051
C -0.766 2.024 -0.023
C 0.266 1.367 -0.887
N 0.714 0.181 -0.843
C 1.765 -0.009 -1.952
C 1.821 1.312 -2.711
C 0.875 2.266 -1.963
H -0.822 3.077 -0.316
H -1.757 1.568 -0.157
H -0.493 1.958 1.040
H 2.739 -0.255 -1.510
H 1.489 -0.850 -2.595
H 2.832 1.703 -2.705
H 1.486 1.158 -3.735
H 0.098 2.704 -2.590
H 1.414 3.089 -1.485
```


Formula: C3H10N2
Source: the OMol25 dataset
Level of theory: ωB97M-V with the def2-TZVPD basis set

Summary:
Spin multiplicity: 2
Net charge: -1
Highest occupied orbital energy (spin up / spin down), eV: 1.0 / -2.4
Energy above the lowest of the compared OMol25 structures with the same formula, charge and spin, kJ/mol: 219.7
HOMO-LUMO gap (spin up / spin down), hartree: 0.0940 / 0.2191

Geometry as XYZ:
```
15
C3H10N2 (ωB97M-V with the def2-TZVPD basis set)
C -2.877 2.598 1.023
N -1.865 1.904 1.511
H -3.082 2.652 -0.047
H -3.721 3.224 1.637
H -2.051 1.461 2.463
C 0.774 -1.490 -1.610
C 1.135 -1.262 -0.047
N 2.459 -0.778 0.272
H -0.370 -1.541 -1.660
H 1.300 -0.602 -2.043
H 1.389 -2.405 -2.032
H 0.412 -0.474 0.142
H 0.879 -2.156 0.607
H 3.156 -1.259 -0.148
H 2.462 0.126 -0.066
```


Formula: C10H17N2
Source: the OMol25 dataset
Level of theory: ωB97M-V with the def2-TZVPD basis set

Summary:
Net charge: +1
Highest occupied orbital energy (spin up / spin down), eV: -12.1 / -12.1
Energy above the lowest of the compared OMol25 structures with the same formula, charge and spin, kJ/mol: 209.2
HOMO-LUMO gap (spin up / spin down), hartree: 0.2930 / 0.2931

Geometry as XYZ:
```
29
C10H17N2 (ωB97M-V with the def2-TZVPD basis set)
C -0.218 0.896 -0.243
C 1.134 1.066 -0.091
C 1.111 -1.268 0.074
C -1.577 1.516 -0.073
C -2.082 0.038 0.001
C 1.886 2.344 -0.018
C 1.300 -2.673 -0.182
C -3.074 -0.399 -1.059
C -2.483 -0.402 1.396
C 3.237 -0.163 0.046
N 1.784 -0.165 -0.018
N -0.706 -0.331 -0.386
H -1.701 2.106 0.831
H -1.931 2.060 -0.944
H 2.490 2.505 -0.912
H 1.180 3.166 0.055
H 2.544 2.377 0.847
H 0.851 -3.270 0.613
H 0.813 -2.949 -1.117
H 2.359 -2.925 -0.268
H -4.009 0.138 -0.918
H -3.269 -1.465 -0.981
H -2.693 -0.188 -2.054
H -1.757 -0.077 2.137
H -2.568 -1.484 1.439
H -3.451 0.025 1.641
H 3.635 0.470 -0.746
H 3.573 0.225 1.009
H 3.623 -1.172 -0.077
```


Formula: C2H10N2S2
Source: the OMol25 dataset
Level of theory: ωB97M-V with the def2-TZVPD basis set

Summary:
Highest occupied orbital energy, eV: -8.9
Energy above the lowest of the compared OMol25 structures with the same formula, charge and spin, kJ/mol: 26.1
SMILES: CSS.NCN
HOMO-LUMO gap, hartree: 0.3415

Geometry as XYZ:
```
16
C2H10N2S2 (ωB97M-V with the def2-TZVPD basis set)
C -2.453 -0.410 -1.764
S -3.144 -0.219 -0.076
S -1.960 -1.577 0.983
H -1.383 -0.251 -1.817
H -3.013 0.312 -2.358
H -2.702 -1.398 -2.137
H -2.568 -2.722 0.621
N 2.926 -0.046 0.624
C 2.000 0.889 1.319
N 0.838 1.334 0.601
H 2.492 -0.860 0.198
H 3.314 0.468 -0.158
H 1.776 0.416 2.269
H 2.637 1.752 1.497
H 0.192 0.562 0.484
H 1.050 1.750 -0.286
```


Formula: FNO2S2Yb
Source: the OMol25 dataset
Level of theory: ωB97M-V with the def2-TZVPD basis set

Summary:
Highest occupied orbital energy, eV: -7.4
Energy above the lowest of the compared OMol25 structures with the same formula, charge and spin, kJ/mol: 90.8
HOMO-LUMO gap, hartree: 0.1961

Geometry as XYZ:
```
7
FNO2S2Yb (ωB97M-V with the def2-TZVPD basis set)
Yb 0.356 -2.210 -0.485
N 0.375 0.093 -0.368
S -1.166 0.180 0.479
O -2.116 0.778 -0.518
O -1.329 -1.396 0.465
S 1.330 1.377 -0.393
F 2.551 1.178 0.820
```


Copy entry 7 word for word.
Formula: C2H10N2S2
Source: the OMol25 dataset
Level of theory: ωB97M-V with the def2-TZVPD basis set

Summary:
Highest occupied orbital energy, eV: -8.9
Energy above the lowest of the compared OMol25 structures with the same formula, charge and spin, kJ/mol: 26.1
SMILES: CSS.NCN
HOMO-LUMO gap, hartree: 0.3415

Geometry as XYZ:
```
16
C2H10N2S2 (ωB97M-V with the def2-TZVPD basis set)
C -2.453 -0.410 -1.764
S -3.144 -0.219 -0.076
S -1.960 -1.577 0.983
H -1.383 -0.251 -1.817
H -3.013 0.312 -2.358
H -2.702 -1.398 -2.137
H -2.568 -2.722 0.621
N 2.926 -0.046 0.624
C 2.000 0.889 1.319
N 0.838 1.334 0.601
H 2.492 -0.860 0.198
H 3.314 0.468 -0.158
H 1.776 0.416 2.269
H 2.637 1.752 1.497
H 0.192 0.562 0.484
H 1.050 1.750 -0.286
```